1.
Here is one molecule with the formula C4H8O3 from the OMol25 dataset. Energies are from ωB97M-V with the def2-TZVPD basis set.

Each line ends with the Löwdin charge.
Cartesian coordinates (Å):
1 C -0.04 -1.43 -0.90  -0.095
2 O -1.86 0.32 -0.10  0.105
3 C -0.89 1.23 0.01  -0.493
4 O -0.94 2.34 -0.46  0.133
5 C 0.28 0.71 0.82  -0.315
6 C 0.79 -0.65 0.21  -0.126
7 O 1.28 1.68 0.88  -0.008
8 H -0.53 -0.79 -1.65  0.087
9 H -0.84 -2.10 -0.54  0.083
10 H 0.64 -2.07 -1.46  0.079
11 H -0.13 0.54 1.84  0.162
12 H -1.44 -0.52 0.14  0.069
13 H 1.02 -1.32 1.05  0.111
14 H 1.75 -0.38 -0.23  0.113
15 H 0.91 2.45 0.41  0.096

Its relative energy (zero: lowest compared OMol25 entry of this formula, charge and spin) is 25.1 kcal per mole. As for the LUMO energy: 0.64 eV. Its HOMO energy is -10.8 eV.

---

2.
Here is a 4-piece molecular cluster, C3H14O5 overall in a non-equilibrium geometry from the OMol25 dataset. Energies are from ωB97M-V with the def2-TZVPD basis set.

Each line ends with the Löwdin charge.
Cartesian coordinates (Å):
1 C -1.07 0.97 1.52  -0.343
2 O -0.02 1.44 0.83  -0.085
3 C -1.99 -0.13 0.88  -0.134
4 C -1.36 -1.53 0.55  -0.256
5 O -1.47 -1.78 -0.83  -0.124
6 H -0.68 0.43 2.35  0.096
7 H -1.70 1.88 1.90  0.145
8 H -0.24 1.93 -0.05  0.140
9 H -2.97 -0.07 1.39  0.112
10 H -2.27 0.25 -0.12  0.105
11 H -0.40 -1.70 0.75  0.057
12 H -1.88 -2.51 1.05  0.167
13 H -1.03 -1.09 -1.43  0.107
14 H 2.43 -2.20 -4.87  0.011
15 H 3.53 -1.27 -4.22  0.057
16 O 2.59 -1.58 -4.19  -0.055
17 H 1.88 1.49 4.73  0.060
18 H 1.83 1.31 3.07  0.031
19 O 2.29 1.71 3.85  -0.101
20 H 0.67 0.07 -2.63  0.071
21 H 1.32 1.32 -2.02  0.027
22 O 0.54 1.07 -2.52  -0.088

Its relative energy (zero: lowest compared OMol25 entry of this formula, charge and spin) is 59.2 kcal per mole. As for the LUMO energy: 0.44 eV. Its HOMO energy is -10.1 eV.